Record 1
The following is a quantum chemistry calculation of a structure of composition C28H51F5GaN4O4SSbTe, from OMol25.

CARTESIAN COORDINATES (ANGSTROEM)
Ga (0.708346, -0.809201, 0.010244)
C (-1.461868, 5.233138, -1.957696)
O (-0.055813, 5.168299, -2.174820)
C (0.576654, 4.022657, -1.914810)
C (1.979092, 4.060751, -2.113364)
C (2.708777, 2.952833, -1.840182)
C (2.115328, 1.750899, -1.354515)
C (2.938391, 0.634852, -1.074918)
C (4.396577, 0.598835, -1.396209)
O (2.481604, -0.426686, -0.533477)
C (0.695548, 1.722568, -1.189788)
O (0.001496, 0.671562, -0.799873)
C (-0.050072, 2.871629, -1.477954)
H (-1.752253, 6.252485, -2.189712)
H (-1.695658, 5.000883, -0.916294)
H (-1.989880, 4.542942, -2.618056)
H (2.429500, 4.976265, -2.468362)
H (3.779405, 2.986624, -1.984344)
H (4.542631, 0.678856, -2.474396)
H (4.821509, -0.336895, -1.044581)
H (4.922342, 1.430339, -0.926942)
H (-1.114956, 2.816855, -1.310677)
F (2.872956, -2.863461, 0.302516)
Te (2.139307, -3.397549, -1.338776)
F (1.389102, -4.304203, -2.779906)
F (2.604643, -2.133586, -2.638963)
F (3.822166, -4.049871, -1.671813)
F (1.714160, -4.950309, -0.426271)
O (0.588325, -2.466232, -0.964441)
C (-2.018793, -1.557746, 4.449843)
C (-1.591651, -0.837663, 3.172528)
C (-2.619298, -0.954959, 2.051678)
Sb (0.341519, -1.475368, 2.495467)
C (0.483521, -3.620541, 2.559577)
C (0.899333, -4.133803, 3.933255)
C (-0.813873, -4.249471, 2.060422)
C (1.864816, -0.534828, 3.677505)
C (3.234974, -0.948691, 3.150012)
C (1.694542, -0.779983, 5.172363)
H (-2.894508, -1.055447, 4.865968)
H (-1.246313, -1.550001, 5.218799)
H (-2.300982, -2.593320, 4.261168)
H (-1.424020, 0.220164, 3.382311)
H (-2.793569, -1.991734, 1.759303)
H (-2.320028, -0.382374, 1.169512)
H (-3.573692, -0.547265, 2.392795)
H (1.270023, -3.839494, 1.839816)
H (0.165931, -3.890579, 4.704249)
H (1.870896, -3.749694, 4.242208)
H (0.978199, -5.222317, 3.890050)
H (-1.642483, -4.086185, 2.748757)
H (-0.669439, -5.328240, 1.971766)
H (-1.098493, -3.879194, 1.072973)
H (1.682024, 0.521091, 3.466453)
H (3.419280, -2.017302, 3.279147)
H (4.011216, -0.416817, 3.703961)
H (3.359812, -0.715230, 2.090787)
H (1.772881, -1.832491, 5.441759)
H (0.745445, -0.393270, 5.543938)
H (2.488489, -0.250050, 5.703361)
C (-2.619357, 4.106167, 1.965945)
N (-1.278524, 4.615078, 2.118150)
C (-1.040757, 6.021751, 2.434524)
C (0.487939, 6.093875, 2.587311)
N (0.847190, 4.681425, 2.608916)
C (-0.173351, 3.868288, 2.297417)
S (-0.062318, 2.196344, 2.164434)
H (-3.201954, 4.271784, 2.875708)
H (-2.564803, 3.039268, 1.764953)
H (-3.123740, 4.611570, 1.139946)
H (-1.561686, 6.296017, 3.355065)
H (-1.411445, 6.662343, 1.633524)
H (0.782492, 6.586103, 3.511851)
H (0.961298, 6.610229, 1.751247)
H (1.785270, 4.330999, 2.676801)
C (-0.568302, -2.062213, -5.624258)
C (-0.300841, -1.537741, -4.193489)
N (-1.530974, -1.556487, -3.404912)
C (-2.575294, -0.797046, -4.079044)
C (-2.945535, -1.458834, -5.430446)
N (-1.976922, -2.587416, -5.645121)
C (-2.156309, -3.637522, -4.582328)
C (-1.960986, -2.937779, -3.214763)
H (0.089501, -2.884182, -5.900736)
H (-0.506419, -1.288200, -6.387390)
H (0.096047, -0.523979, -4.224115)
H (0.419892, -2.180802, -3.698381)
H (-2.220874, 0.220995, -4.236478)
H (-3.453251, -0.749557, -3.436581)
H (-2.847552, -0.783180, -6.277993)
H (-3.945764, -1.888232, -5.436830)
H (-2.157287, -3.007985, -6.554618)
H (-1.416825, -4.413815, -4.771336)
H (-3.151924, -4.058233, -4.710450)
H (-1.206810, -3.459996, -2.629630)
H (-2.892937, -2.941532, -2.650265)

Force components x, y, z for each atom (eV/Å):
0.169 -0.145 -0.160
-0.001 -0.015 0.003
-0.004 -0.004 0.011
0.017 0.060 -0.016
-0.029 -0.002 0.013
-0.001 -0.029 0.017
-0.036 0.007 -0.067
-0.280 -0.047 0.090
0.038 0.023 -0.004
0.346 0.194 0.219
0.017 0.142 -0.009
-0.198 -0.273 -0.088
0.007 -0.042 0.009
-0.001 -0.003 0.010
-0.021 0.019 0.001
0.005 0.002 0.004
0.002 0.000 -0.006
-0.003 -0.006 -0.006
0.012 0.013 0.001
-0.024 -0.009 -0.007
0.001 -0.001 -0.001
0.003 0.005 -0.005
0.087 0.308 -0.230
-0.340 -0.418 -0.109
-0.028 0.087 -0.075
0.201 0.190 0.379
-0.115 -0.211 -0.082
-0.113 0.102 0.072
0.222 0.043 0.098
0.005 0.007 -0.011
-0.062 -0.016 0.075
0.010 0.060 -0.025
-0.102 0.079 -0.012
-0.021 -0.033 -0.005
-0.034 -0.017 0.001
0.033 -0.007 -0.063
0.067 0.010 0.003
0.004 -0.034 0.000
-0.032 0.030 -0.001
-0.013 -0.008 -0.014
-0.002 0.007 0.011
0.024 -0.028 -0.014
0.047 -0.018 0.022
0.013 -0.015 -0.004
-0.005 -0.005 0.004
-0.004 -0.014 0.016
0.079 0.019 0.009
0.002 0.015 -0.002
-0.001 0.002 0.001
0.000 0.000 0.011
-0.015 0.020 0.016
-0.004 -0.002 0.010
-0.001 0.009 0.000
0.040 -0.020 -0.024
-0.004 -0.004 0.007
-0.005 0.004 0.005
0.002 -0.002 -0.002
-0.002 -0.015 -0.010
-0.010 -0.007 0.006
-0.001 0.002 -0.001
-0.032 0.000 0.031
0.084 -0.056 -0.070
-0.003 0.033 -0.014
-0.018 0.013 0.025
0.041 -0.013 0.009
-0.072 0.119 0.000
0.038 -0.048 -0.050
0.006 -0.007 0.006
-0.007 0.010 -0.016
0.015 -0.002 0.009
0.004 -0.033 0.015
0.003 0.000 0.018
0.009 0.021 -0.017
-0.010 -0.026 -0.024
-0.008 -0.009 0.005
0.032 0.003 -0.024
-0.130 -0.086 0.065
0.001 -0.012 -0.044
0.001 -0.006 -0.002
0.002 0.010 0.001
0.003 -0.001 -0.003
0.000 0.000 0.011
-0.002 0.009 0.009
0.007 0.004 -0.002
-0.008 0.000 -0.002
0.011 -0.005 -0.005
0.078 0.084 0.004
0.006 -0.003 -0.005
0.001 0.010 -0.001
-0.011 -0.002 -0.003
0.003 -0.008 0.006
-0.002 0.001 0.000
0.012 0.009 -0.001
0.006 -0.011 0.000
-0.002 -0.014 0.002
0.000 0.010 -0.004

Values from the calculation:
HOMO-LUMO gap = 7.430 eV
Max |F| = 0.5 eV/A
Energy above the lowest of the compared OMol25 structures with the same formula, charge and spin = 13.8 kcal/mol
Charge = +2


Record 2
The following is a quantum chemistry calculation of a cluster of 2 separate species, C7H16BrFSi in total in a non-equilibrium geometry, from OMol25.

CARTESIAN COORDINATES (ANGSTROEM)
C (2.363279, 0.094882, -0.405542)
C (0.218646, 1.286692, -0.609823)
C (1.098541, 1.074171, 1.589284)
C (-0.643926, -2.094117, -1.294263)
C (-1.584821, -1.009723, 1.618596)
C (-4.638207, 1.164470, -1.232103)
C (0.909543, 0.352021, 0.236736)
F (0.850190, -2.525117, 1.045096)
Si (-0.038132, -1.312761, 0.409290)
Br (-5.474649, 0.112474, 0.005843)
H (2.133559, -0.476854, -1.306843)
H (2.826315, 1.081231, -0.627111)
H (2.949237, -0.617544, 0.331112)
H (-0.841145, 1.419997, -0.218061)
H (0.317435, 1.238229, -1.681393)
H (0.690118, 2.321708, -0.293951)
H (1.921524, 1.748280, 1.488860)
H (0.174952, 1.559456, 1.883586)
H (1.286176, 0.248709, 2.320271)
H (-0.144962, -2.944450, -1.478884)
H (-1.720052, -2.320996, -1.162805)
H (-0.505535, -1.287879, -2.145789)
H (-1.289324, -0.872710, 2.659466)
H (-2.181556, -0.279900, 1.211378)
H (-2.338565, -1.787462, 1.534071)
H (-4.099872, 0.581575, -1.956180)

Force components x, y, z for each atom (eV/Å):
-1.096 -1.413 2.025
-1.594 4.360 0.644
-0.639 -2.792 0.363
-1.688 5.465 0.776
2.150 -2.243 -0.656
-0.423 1.442 0.540
2.731 -1.985 0.746
0.004 0.648 0.029
-1.619 -0.370 -0.093
0.190 -0.327 -0.220
0.621 0.145 -0.260
0.022 -0.829 0.218
-0.715 1.724 -1.587
0.832 -0.155 -1.069
-0.303 -0.442 -0.380
-0.856 -1.451 -1.062
0.484 0.551 0.263
-0.038 0.284 0.126
0.312 1.054 0.025
1.937 -2.994 -0.869
0.482 0.177 -0.289
-0.347 -1.791 1.516
-0.198 0.249 -0.163
-0.931 2.778 -0.605
0.414 -0.957 0.298
0.269 -1.126 -0.316

Values from the calculation:
HOMO-LUMO gap (alpha / beta) = 7.978 / 7.981 eV
Max |F| = 5.8 eV/A
Charge = 0


Record 3
The following is a quantum chemistry calculation of a structure of composition C2H3O2Rb in a non-equilibrium geometry, from OMol25.

CARTESIAN COORDINATES (ANGSTROEM)
H (-2.743029, -0.197440, -0.150727)
C (-2.822366, 0.540959, 0.782052)
C (-4.031514, 0.412887, 0.589008)
H (-5.101573, 0.451740, 0.449339)
O (0.014677, -0.097236, -2.095721)
O (0.518143, 1.270158, -2.260312)
H (0.787058, 1.517722, -1.362894)
Rb (-2.294101, 1.214401, -2.961965)

Force components x, y, z for each atom (eV/Å):
0.825 0.506 0.962
0.341 -0.964 -1.296
-1.412 0.647 0.242
0.295 -0.216 0.104
-0.808 -0.113 -0.117
-0.201 0.647 0.054
-0.053 -0.252 -0.246
1.013 -0.254 0.297

Values from the calculation:
HOMO-LUMO gap = 5.396 eV
Max |F| = 1.7 eV/A
Energy above the lowest of the compared OMol25 structures with the same formula, charge and spin = 178.9 kcal/mol
Charge = 0


Record 4
The following is a quantum chemistry calculation of a structure of composition C33H46BrN3P2SeZn in a non-equilibrium geometry, from OMol25.

CARTESIAN COORDINATES (ANGSTROEM)
C (-3.544756, -7.769593, -0.619791)
C (-3.695720, -7.339002, -1.962951)
C (-4.335646, -8.240198, -2.846105)
C (-4.657776, -9.528183, -2.390172)
N (-4.461146, -9.917817, -1.135199)
C (-3.913371, -9.068494, -0.266083)
C (-3.099144, -6.093874, -2.385593)
C (-2.205379, -5.230697, -1.999595)
C (-1.150726, -4.781297, -1.127531)
C (-1.302813, -3.682969, -0.247376)
C (-0.228265, -2.825573, -0.041164)
C (1.059076, -3.172447, -0.487064)
C (1.214086, -4.288830, -1.316634)
C (0.154003, -5.138690, -1.524471)
Zn (-2.606179, -4.505631, -3.743489)
P (-2.641892, 1.028743, -0.738698)
H (-4.576469, -7.982947, -3.880801)
H (-3.133078, -7.108252, 0.136629)
H (-5.102567, -10.265381, -3.068815)
H (-3.761590, -9.422646, 0.755958)
H (0.299891, -6.076592, -2.048840)
H (-2.230663, -3.492700, 0.293059)
H (2.189683, -4.470457, -1.797666)
H (-0.362826, -1.873914, 0.492079)
C (-1.852114, 2.661383, -1.143433)
C (-2.723013, 3.835906, -1.592255)
H (-1.122594, 2.425319, -1.938343)
H (-1.262847, 2.927499, -0.250224)
H (-2.136462, 4.761552, -1.524852)
H (-3.041037, 3.736670, -2.639001)
H (-3.610973, 3.975740, -0.965399)
C (-4.140412, 1.046754, -1.807721)
C (-5.163625, -0.038259, -1.444457)
H (-3.795043, 0.882028, -2.845818)
H (-4.609332, 2.042314, -1.765679)
H (-5.853309, -0.189601, -2.285999)
H (-4.681313, -1.003173, -1.237187)
H (-5.772862, 0.246354, -0.573940)
C (-3.358152, 1.319594, 0.948396)
C (-4.355244, 2.450222, 1.150711)
H (-2.480474, 1.440039, 1.609652)
H (-3.807615, 0.354371, 1.224917)
H (-4.785852, 2.349343, 2.155416)
H (-3.878382, 3.436626, 1.105356)
H (-5.188701, 2.414266, 0.437149)
Br (2.486575, -2.018571, -0.246508)
P (-0.247759, -0.821560, -4.962463)
C (-1.669035, 0.253119, -4.461772)
C (-1.944001, 1.468889, -5.347045)
H (-1.456684, 0.598060, -3.436278)
H (-2.548528, -0.403271, -4.443693)
H (-2.862610, 1.968861, -5.003552)
H (-1.137094, 2.211100, -5.303743)
H (-2.095584, 1.190454, -6.399238)
C (0.974403, -0.244355, -3.681574)
C (2.430731, -0.124350, -4.136400)
H (0.907667, -0.934431, -2.831118)
H (0.636289, 0.750409, -3.347742)
H (3.017698, 0.378993, -3.358881)
H (2.887608, -1.104389, -4.314831)
H (2.526451, 0.470115, -5.049358)
C (-0.796860, -2.494765, -4.431483)
C (-1.240089, -3.277824, -5.676353)
H (-1.624854, -2.338025, -3.711079)
H (0.033105, -3.008367, -3.925131)
H (-1.279878, -4.371295, -5.495207)
H (-2.227687, -2.938195, -6.017343)
H (-0.534481, -3.124452, -6.504630)
C (0.290309, 2.595475, 4.324168)
N (1.292693, 2.275712, 3.329270)
C (1.154773, 1.289918, 2.380141)
Se (-0.268667, 0.182110, 2.260197)
N (2.363955, 1.267521, 1.724474)
C (3.280871, 2.130742, 2.327863)
C (4.673480, 2.175270, 2.241750)
C (5.339448, 2.953894, 3.206576)
C (4.632364, 3.628754, 4.224224)
C (3.242970, 3.542044, 4.314282)
C (2.593472, 2.798107, 3.338122)
H (-0.437090, 3.324487, 3.937432)
H (0.794680, 3.016402, 5.200951)
H (-0.248288, 1.680876, 4.603100)
H (2.586840, 0.585105, 1.003347)
H (5.176069, 1.617131, 1.449211)
H (6.427799, 3.027798, 3.177794)
H (5.191246, 4.219241, 4.942022)
H (2.660574, 4.013151, 5.102385)

Force components x, y, z for each atom (eV/Å):
0.286 0.492 -0.237
-1.334 -1.823 -0.389
0.299 0.079 0.036
-0.093 0.526 0.013
0.244 -0.137 0.072
-0.184 0.382 -0.463
2.566 2.518 0.805
-1.383 -3.611 3.350
-0.453 0.417 -1.098
0.250 1.078 0.004
-0.061 -0.185 0.956
-1.146 0.400 -1.152
1.046 -0.671 0.315
0.596 0.133 -0.794
0.158 1.026 -1.745
-0.022 0.045 0.295
0.270 0.018 0.347
0.063 -0.077 -0.133
0.140 0.366 0.270
-0.106 0.120 -0.302
-0.022 0.235 -0.393
-0.039 0.185 -0.655
-0.523 -0.181 0.579
0.038 -0.495 0.129
0.243 -0.280 -0.136
0.042 0.314 -0.007
-0.071 0.237 0.278
-0.124 -0.112 -0.253
-0.149 -0.156 -0.076
-0.009 -0.048 0.295
0.202 -0.071 -0.210
-0.179 0.121 -0.251
-0.186 0.111 -0.162
-0.139 0.205 0.387
0.051 -0.353 -0.147
0.071 0.018 0.246
-0.036 0.138 0.057
0.282 -0.157 -0.204
0.358 -0.249 -0.179
-0.198 0.070 0.316
-0.484 -0.036 -0.270
0.041 0.173 0.037
0.004 0.131 -0.200
-0.133 -0.235 -0.072
0.204 0.088 0.121
0.167 0.005 0.052
0.508 1.163 -0.096
-0.135 -0.065 0.088
-0.172 0.133 -0.244
-0.293 -0.344 -0.188
-0.047 0.182 0.067
0.294 -0.123 -0.083
-0.103 -0.229 -0.003
0.084 0.056 0.288
0.122 -0.018 0.021
0.119 -0.142 -0.031
-0.080 0.230 0.098
-0.040 -0.420 -0.048
-0.100 -0.133 -0.132
-0.067 0.164 -0.042
-0.051 -0.107 0.092
0.104 -0.761 0.219
-0.639 0.333 0.334
-0.229 -0.096 0.369
-0.148 0.160 -0.043
0.072 -0.406 -0.139
0.184 -0.013 -0.150
-0.142 -0.271 0.101
-0.365 0.117 0.177
-0.279 -0.396 -0.476
1.798 1.417 0.826
-0.237 -0.433 -0.402
-0.557 -0.362 -0.198
0.443 -0.254 0.326
-0.128 0.540 0.209
-0.344 -0.222 -0.411
-0.160 -0.173 -0.437
0.169 0.240 -0.212
-0.104 -0.911 0.077
0.253 -0.198 0.108
-0.225 -0.166 -0.217
0.200 0.269 -0.030
-0.245 0.386 0.467
0.104 0.232 0.386
-0.362 -0.033 -0.004
-0.121 -0.108 -0.029
0.370 0.005 -0.069

Values from the calculation:
HOMO-LUMO gap (alpha / beta) = 2.822 / 2.121 eV
Max |F| = 5.1 eV/A
Energy above the lowest of the compared OMol25 structures with the same formula, charge and spin = 38.8 kcal/mol
Charge = +2


Record 5
The following is a quantum chemistry calculation of the molecule H3O4PS in a non-equilibrium geometry, from OMol25.

CARTESIAN COORDINATES (ANGSTROEM)
O (0.346413, -0.861883, 1.001008)
O (0.108198, 1.366678, -2.086382)
O (-1.217572, 1.167348, 0.152338)
O (0.210124, -1.154997, -0.387487)
P (-0.920739, 0.469109, -1.217830)
S (-2.386612, -0.353231, -2.148592)
H (0.208089, -1.720610, 1.304458)
H (1.086167, 1.327818, -1.757985)
H (-1.037417, 0.387989, 0.876911)

Force components x, y, z for each atom (eV/Å):
0.145 2.445 -0.591
1.627 -1.076 1.725
0.994 -2.177 1.907
-1.283 2.879 -2.166
0.616 -2.674 -0.181
1.018 0.711 0.249
-0.492 -2.307 1.323
-2.496 0.077 -0.616
-0.130 2.121 -1.649

Values from the calculation:
HOMO-LUMO gap = 9.582 eV
Max |F| = 3.8 eV/A
Energy above the lowest of the compared OMol25 structures with the same formula, charge and spin = 79.3 kcal/mol
Charge = 0


Number 1: molecular weight 953.88 g/mol, E_tot -4947.663277 Eh. Number 2: molecular weight 227.19 g/mol, E_tot -3239.576588 Eh. Number 3: molecular weight 144.51 g/mol, E_tot -252.291390 Eh. Number 4: molecular weight 770.95 g/mol, E_tot -8886.022204 Eh. Number 5: molecular weight 130.06 g/mol, E_tot -1042.237250 Eh.